Molecular formula: C19H40FeOP2
Method: DFT, the ωB97M-V functional and the def2-TZVPD basis

The geometry in XYZ format:
```
63
Properties=species:S:1:pos:R:3:forces:R:3:mulliken_spin:R:1
P -0.130116 -1.575416 -5.293993 -0.2 0.7 -2.0 -0.003
P 0.020761 1.745094 -5.453070 -0.2 0.1 -0.5 0.002
C -0.378177 -0.652232 -6.894974 0.0 -0.3 -0.3 0.002
C 0.292028 0.729538 -6.964655 0.0 0.2 -0.3 -0.001
H -1.465608 -0.544155 -6.998957 0.1 0.0 -0.1 0.000
H -0.033109 -1.299855 -7.716743 -0.1 0.3 0.0 -0.001
H 1.381454 0.626401 -7.081594 -0.2 0.0 0.0 0.000
H -0.081628 1.317760 -7.821104 0.2 -0.3 0.0 0.000
C -1.638540 2.466719 -5.747446 0.0 0.4 -0.5 -0.001
H -1.890955 3.156237 -4.925280 0.1 -0.2 -0.3 0.000
H -2.395961 1.668661 -5.774696 0.2 0.2 0.0 0.000
H -1.642376 3.017105 -6.705160 -0.2 -0.1 0.3 0.000
C 1.155823 3.131598 -5.712227 0.1 0.6 -0.5 -0.001
H 0.840480 3.726578 -6.585162 0.3 0.0 0.2 0.000
H 2.174279 2.747211 -5.878747 -0.3 0.1 0.1 0.000
H 1.175038 3.779899 -4.825401 0.0 -0.2 -0.2 0.000
C -1.134293 -3.042296 -5.737650 0.1 -0.3 -0.3 0.001
H -1.129149 -3.784888 -4.928991 0.0 0.1 -0.2 0.000
H -0.750884 -3.502889 -6.663439 -0.3 0.0 0.3 0.000
H -2.171335 -2.706383 -5.896940 0.3 -0.2 0.1 0.000
C 1.594869 -2.162563 -5.637868 -0.1 -0.2 0.1 0.002
H 2.275090 -1.295379 -5.646517 -0.2 -0.4 0.0 0.000
H 1.638009 -2.673022 -6.617756 0.0 0.2 0.4 0.000
H 1.920141 -2.855093 -4.846151 0.0 0.2 -0.3 -0.001
Fe -0.105878 -1.044586 -0.566126 -0.3 0.1 0.3 3.780
C 0.604384 1.752349 -1.387700 -0.6 -0.2 0.4 -0.001
C -0.732766 1.580673 -1.532084 0.8 0.7 0.6 0.034
C -1.457006 1.046198 -2.712255 -0.2 -0.9 -0.9 -0.023
C -1.797435 -0.497173 -2.695595 -0.5 1.2 -1.1 0.039
C -0.666099 -1.477793 -2.707450 2.9 0.1 1.7 -0.062
C 0.737097 -1.199980 -2.623620 -2.2 -0.8 0.7 -0.090
C 1.357659 0.022215 -3.174186 0.0 1.1 0.1 0.033
C 1.752234 1.064701 -2.085260 0.4 0.1 -1.2 -0.037
C 0.472064 -2.747422 0.256372 0.1 -0.5 0.2 0.186
H 0.939859 2.388383 -0.557775 -0.3 -0.6 0.0 0.001
H -1.374299 1.916486 -0.709164 0.4 0.3 -0.3 -0.001
H -0.859403 1.325212 -3.610583 -0.7 -0.7 0.9 0.021
H -2.412035 1.585543 -2.869444 0.3 -0.3 0.4 -0.006
H -2.463878 -0.687316 -1.821472 0.3 -0.1 -0.4 0.015
H -2.413873 -0.692148 -3.602836 0.1 0.0 0.5 0.006
H -0.948093 -2.539953 -2.790921 0.0 0.4 0.7 -0.027
H 1.420587 -2.021656 -2.372778 -0.5 0.0 -0.5 0.004
H 0.640082 0.488165 -3.909252 1.2 -0.7 1.1 -0.002
H 2.253268 -0.240346 -3.781047 -0.4 0.1 0.6 0.003
H 2.391084 0.544653 -1.332691 -0.4 0.5 -0.2 -0.006
H 2.405619 1.822936 -2.568681 -0.2 -0.3 0.3 0.002
H 1.365588 -2.487368 0.854935 -0.3 -0.4 -0.2 -0.004
H 0.685009 -3.467853 -0.545386 0.1 -0.2 0.5 -0.001
H -0.360895 -3.052742 0.912903 0.5 -0.2 -0.2 0.004
C 1.356496 0.555264 2.622801 0.2 0.0 0.1 0.003
C -0.107879 0.339060 2.234152 -0.1 0.1 0.0 -0.022
C -0.689299 -0.795423 3.072961 0.0 -0.1 0.2 0.006
C -0.918222 1.609694 2.527227 -0.1 0.1 0.1 0.007
O -0.207940 0.080924 0.878669 0.0 0.4 -0.2 0.137
H 1.409963 0.799790 3.694189 0.2 -0.1 -0.3 0.000
H 1.802478 1.374974 2.044073 -0.2 -0.1 0.1 -0.001
H 1.950581 -0.348596 2.420364 -0.2 0.2 0.1 0.000
H -0.593728 -0.526584 4.132572 -0.1 -0.2 -0.1 0.001
H -1.748095 -0.932536 2.832196 0.1 0.0 0.1 -0.001
H -0.182967 -1.749207 2.887801 0.1 0.2 0.0 0.003
H -0.529069 2.452508 1.939343 -0.1 -0.2 0.1 -0.001
H -1.970512 1.439815 2.251258 0.3 0.1 0.1 0.000
H -0.873025 1.862509 3.596309 0.0 0.1 -0.2 0.000
```
Forces are in eV/Å.

As for the spin multiplicity: 5. The HOMO energy (alpha / beta) comes out at -6.365 / -7.308 eV. Its molar mass is 402.3 g mol⁻¹. The calculation puts the relative energy (zero: lowest compared OMol25 entry of this formula, charge and spin) at 0.0 kJ/mol.


Molecular formula: C19H40P2Pt
Method: DFT, the ωB97M-V functional and the def2-TZVPD basis

The geometry in XYZ format:
```
62
Properties=species:S:1:pos:R:3:forces:R:3:mulliken_spin:R:1
P 0.230166 -1.956462 0.562703 -0.3 2.3 0.7 0.143
P -0.071721 1.654467 0.537949 0.3 -1.8 1.0 0.146
C -0.103334 -0.881564 -0.848290 -0.1 -0.5 0.6 0.125
C 0.404930 0.564158 -0.817334 0.0 0.6 -0.2 -0.129
H -1.163434 -0.935265 -1.132941 0.2 0.0 -0.1 0.139
H 0.466389 -1.429729 -1.590936 0.0 0.5 -0.7 0.022
H 1.482844 0.618120 -1.021523 -0.2 0.1 0.0 0.074
H -0.107459 1.109217 -1.598952 0.1 -0.7 -0.7 -0.060
C -1.764293 2.238022 0.311351 -0.1 0.8 -0.4 0.011
H -2.011907 2.880101 1.166533 0.0 -0.1 -0.2 0.001
H -2.455778 1.385286 0.310332 0.4 0.1 0.0 0.020
H -1.884176 2.811664 -0.615068 -0.1 0.0 0.2 0.012
C 1.138893 2.980341 0.682637 -0.1 0.5 -0.2 0.048
H 1.106901 3.639618 -0.196519 0.1 0.0 0.2 0.000
H 2.146432 2.548974 0.785035 -0.5 0.0 0.0 -0.007
H 0.905496 3.561159 1.585943 0.1 -0.1 -0.3 0.008
C -0.990314 -3.269498 0.648407 0.0 -0.7 -0.1 -0.011
H -0.814631 -3.840289 1.569891 -0.1 0.1 -0.2 -0.003
H -0.924810 -3.946092 -0.213337 0.0 0.1 0.2 0.011
H -2.000796 -2.838078 0.695107 0.4 0.0 0.0 0.002
C 1.934672 -2.542560 0.461445 0.2 -0.8 0.0 0.134
H 2.628668 -1.695425 0.545087 -0.4 -0.1 0.0 0.020
H 2.131627 -3.079788 -0.474605 0.0 0.0 0.1 -0.013
H 2.114271 -3.220918 1.305583 0.1 0.1 -0.2 -0.007
Pt -0.003292 -0.144485 1.893828 0.2 -0.1 1.6 0.188
C 0.547209 1.358438 -3.633449 -0.2 0.7 -0.3 0.174
C -0.806134 1.425123 -3.496765 0.9 0.1 -0.4 0.067
C -1.732550 0.711998 -4.421199 -0.7 -0.6 -0.3 0.181
C -1.336352 -0.765099 -4.756298 -0.2 0.6 -0.2 0.094
C -0.608521 -1.491530 -3.661849 -0.6 -0.6 -0.2 0.112
C 0.736603 -1.595076 -3.587789 0.0 -0.2 -0.2 0.175
C 1.656801 -0.830674 -4.478292 0.5 0.5 -0.3 0.056
C 1.254608 0.655970 -4.757036 0.3 -0.5 -0.3 0.105
C 0.080841 -1.654688 3.332676 0.0 -0.3 0.3 0.158
H 1.225442 1.933515 -2.991087 -0.5 -0.1 -0.1 -0.011
H -1.283550 2.143664 -2.829603 0.2 -0.1 0.1 -0.089
H -1.817873 1.269425 -5.372168 -0.1 0.0 0.1 0.015
H -2.746020 0.698895 -3.983323 0.4 0.1 -0.1 -0.056
H -2.268317 -1.314696 -4.962320 0.2 0.1 -0.1 -0.046
H -0.746736 -0.768781 -5.689423 -0.2 -0.2 0.4 0.002
H -1.275241 -2.053067 -2.991150 0.5 0.0 -0.3 -0.070
H 1.230778 -2.395741 -3.021078 -0.3 0.2 0.1 -0.017
H 1.747906 -1.350670 -5.449718 0.1 0.1 0.0 0.028
H 2.670528 -0.832603 -4.040709 -0.4 0.0 -0.1 -0.017
H 2.188717 1.208765 -4.945325 -0.3 -0.1 -0.2 -0.005
H 0.664178 0.692809 -5.687403 0.2 0.1 0.3 -0.022
H 0.668615 -1.220967 4.145790 -0.2 -0.5 -0.2 -0.003
H 0.523707 -2.594883 2.976404 -0.1 0.1 0.6 -0.004
H -0.965469 -1.804766 3.634927 0.4 -0.2 0.0 0.011
C -1.398116 0.378278 5.505060 0.1 0.0 0.2 -0.006
C -0.198875 1.182866 4.996151 0.0 -0.2 -0.3 -0.029
C 1.096446 0.780798 5.714569 -0.1 0.0 0.2 0.002
C -0.099194 1.317890 3.445658 -0.1 0.7 0.9 0.264
H -1.241693 -0.705305 5.414348 -0.1 0.4 0.0 -0.001
H -2.307962 0.654090 4.966474 0.0 -0.1 0.0 0.006
H -1.562263 0.603849 6.570499 0.0 -0.1 -0.3 0.000
H -0.385796 2.224652 5.308678 0.0 -0.1 -0.1 0.016
H 1.307782 -0.296817 5.659197 0.0 0.4 0.0 0.002
H 1.952609 1.330336 5.314447 0.0 -0.1 0.0 0.002
H 1.010439 1.040977 6.781823 0.1 -0.1 -0.3 0.000
H 0.803301 1.926467 3.265812 -0.3 -0.1 0.0 0.025
H -0.981209 1.925600 3.171146 0.3 -0.1 0.0 0.006
```
Forces are in eV/Å.

As for the spin multiplicity: 3. The HOMO energy (alpha / beta) comes out at -2.221 / -7.540 eV. Its molar mass is 525.6 g mol⁻¹. The calculation puts the relative energy (zero: lowest compared OMol25 entry of this formula, charge and spin) at 306.4 kJ/mol.


Molecular formula: C19H41B3O8S2
Method: DFT, the ωB97M-V functional and the def2-TZVPD basis

The geometry in XYZ format:
```
73
Properties=species:S:1:pos:R:3:forces:R:3:mulliken_charge:R:1
C -1.331315 -7.386918 -3.437031 0.4 0.1 0.0 -1.301
C -0.410950 -7.283263 -2.213858 -0.4 -0.3 -0.1 0.023
C -0.653844 -8.402834 -1.203250 0.3 -0.1 0.0 -0.690
C 0.049015 -8.154503 0.150578 -0.3 0.2 0.0 -0.666
B -0.763669 -7.141299 1.020517 0.6 -0.3 -0.2 0.551
O -1.656614 -7.620568 1.981553 -0.2 0.2 -0.1 -0.549
B -2.809595 -6.881758 2.146972 0.0 -0.2 -0.3 0.651
O -2.930299 -5.735225 1.390721 0.1 0.3 1.0 -0.489
B -1.692681 -5.069175 1.410136 -0.2 0.3 -0.6 0.604
C -1.567684 -3.687720 2.115597 0.6 0.2 -0.3 -0.970
C -0.182032 -3.005636 2.027891 -0.2 0.0 0.2 0.045
C -0.254176 -1.673698 1.290528 0.1 -0.4 -0.4 -0.989
C 1.087270 -0.986832 1.039801 -0.3 0.0 0.3 -0.035
C 1.921013 -0.785473 2.297077 -0.2 -0.1 -0.6 -0.534
O 2.633246 -1.981448 2.566922 -0.1 0.0 0.2 -0.384
C 3.631016 -1.871365 3.562724 0.0 -0.3 0.1 -0.362
C 3.247697 -1.083634 4.817685 0.4 -0.2 0.0 -1.059
O -0.635776 -5.770175 0.850749 -0.4 -0.3 0.6 -0.653
H -2.311417 -7.775164 -3.165911 -0.1 0.1 0.0 0.337
H -1.449022 -6.409409 -3.900971 -0.1 0.0 -0.1 0.369
H -0.902381 -8.047849 -4.189529 -0.1 -0.1 0.0 0.312
H 0.621749 -7.369794 -2.551627 0.1 0.3 0.1 0.282
H -0.552001 -6.316394 -1.732484 0.1 0.1 0.0 0.053
H -0.252257 -9.330464 -1.617505 -0.1 -0.1 -0.1 0.418
H -1.724720 -8.572981 -1.068125 -0.1 0.1 0.1 0.322
H 1.041145 -7.749176 -0.051200 0.2 -0.2 0.1 0.288
H 0.110576 -9.096084 0.693894 0.2 0.0 0.0 0.231
H -3.628158 -7.199520 2.945071 -0.1 -0.1 -0.1 -0.133
H -1.818541 -3.862386 3.166727 -0.2 -0.1 0.0 0.393
H -2.345109 -3.022876 1.731715 -0.1 0.0 0.1 0.336
H 0.205241 -2.849735 3.034554 0.1 0.0 0.0 0.179
H 0.533731 -3.668277 1.542745 0.1 0.0 -0.1 0.236
H -0.949798 -1.014261 1.816462 0.1 0.1 0.1 0.314
H -0.705671 -1.869835 0.311916 -0.1 0.1 0.0 0.400
H 1.667518 -1.571885 0.325761 0.1 0.0 -0.1 0.383
H 0.876105 -0.011629 0.603016 0.2 -0.1 -0.1 -0.329
H 2.604745 0.051555 2.141343 0.1 0.1 0.1 0.565
H 1.234189 -0.548130 3.115921 0.1 0.2 0.2 0.209
H 4.549127 -1.471603 3.119284 0.0 0.2 0.0 0.286
H 3.855675 -2.895212 3.859991 0.0 -0.1 -0.1 0.415
H 3.625024 -0.065380 4.772178 -0.3 0.2 0.0 0.289
H 2.177243 -1.091922 4.998852 -0.1 0.0 0.0 0.304
H 3.715170 -1.564823 5.676516 0.1 0.1 0.1 0.366
C 0.593318 5.327960 0.519086 0.1 0.0 0.0 -0.683
C 1.714308 5.390538 -0.525507 0.1 -0.1 0.1 -0.172
C 2.429136 4.031065 -0.504624 0.1 0.3 -0.1 -0.931
S 1.200933 2.830464 0.022893 -0.1 0.3 -0.1 1.234
O 1.603510 2.299720 1.303654 0.0 -0.1 0.0 -0.638
O 0.867557 1.953129 -1.070529 0.0 -0.2 0.1 -0.724
C -0.122678 4.001975 0.288232 -0.1 0.2 0.1 -0.718
H -0.093156 6.168069 0.426556 0.0 0.0 0.0 0.250
H 1.019258 5.348964 1.525310 0.0 0.0 0.0 0.423
H 1.288470 5.570202 -1.508576 0.0 -0.1 0.1 0.001
H 2.413097 6.200227 -0.319272 0.0 0.0 0.0 0.377
H 2.799387 3.738647 -1.483756 0.0 -0.1 0.0 0.440
H 3.239812 4.003341 0.220985 0.0 -0.1 0.1 0.348
H -0.723323 3.669347 1.132021 0.1 -0.1 0.0 0.430
H -0.722477 4.029783 -0.619497 0.0 0.0 0.0 0.358
C -2.290502 9.338700 -2.832611 0.0 0.0 -0.1 -0.661
C -2.509167 8.500478 -4.100009 0.0 0.0 0.1 -0.606
C -1.274193 7.607382 -4.278025 -0.2 0.1 -0.2 -0.784
S -0.619126 7.331429 -2.627346 -0.5 0.2 -0.2 1.271
O 0.683690 7.938133 -2.529477 0.1 -0.2 0.1 -0.694
O -0.835028 5.953692 -2.261334 0.1 -0.1 0.1 -0.637
C -1.801954 8.362672 -1.766622 -0.1 0.2 0.0 -0.749
H -3.201842 9.844349 -2.518466 0.0 0.0 0.0 0.359
H -1.529478 10.099871 -3.015795 0.0 0.0 0.0 0.306
H -3.398571 7.879927 -3.977462 0.0 0.0 0.0 0.296
H -2.665479 9.126664 -4.976477 0.0 0.0 0.0 0.328
H -1.512993 6.643428 -4.719095 0.1 -0.1 0.0 0.361
H -0.495350 8.098970 -4.857516 0.1 0.0 0.1 0.376
H -1.309356 8.839826 -0.922483 0.1 -0.1 0.0 0.434
H -2.606590 7.715804 -1.418162 0.0 0.0 0.0 0.386
```
Forces are in eV/Å.

The HOMO energy comes out at -9.000 eV. Its molar mass is 494.1 g mol⁻¹.